100
Properties=species:S:1:pos:R:3:forces:R:3:lowdin_charge:R:1 method="wB97M-V/def2-TZVPD" multiplicity=5 gap_ev="7.87 / 4.77" lumo_energy_ev="-5.5 / -8.2" charge=+2 e_tot_ha=-2202.4824 s_squared=6.102
Ru 0.128 0.274 0.125 -0.03 0.16 0.07 1.465
C -3.393 -0.248 4.017 0.07 0.04 -0.02 0.006
C -2.203 0.431 3.418 -0.12 -0.11 0.07 -0.243
C -1.591 1.617 3.798 -0.06 0.17 0.15 0.053
C -0.497 1.794 2.959 0.19 -0.11 -0.05 -0.202
N -0.471 0.771 2.078 -0.30 0.05 0.03 -0.014
N -1.513 -0.080 2.394 0.28 -0.05 -0.20 0.040
B -1.519 -1.554 1.846 0.03 -0.04 0.18 -0.470
N -0.036 -2.026 1.840 -0.02 0.21 -0.16 0.051
N 0.824 -1.325 1.067 0.12 -0.21 0.16 -0.082
C 2.060 -1.830 1.208 -0.25 0.07 -0.04 -0.208
C 1.982 -2.898 2.090 0.06 -0.18 0.14 0.070
C 0.642 -2.991 2.471 -0.01 -0.24 0.20 -0.219
C -0.020 -3.955 3.402 0.09 0.07 -0.07 0.009
C 3.217 -1.233 0.460 0.09 0.05 -0.05 -0.529
C 2.754 -0.010 -0.349 -0.03 -0.14 0.07 -0.073
C 3.780 -2.278 -0.513 0.07 -0.03 -0.03 -0.016
C 4.301 -0.804 1.458 0.07 0.00 0.00 -0.015
N -2.033 -1.623 0.392 0.24 0.01 -0.03 0.033
N -1.213 -1.206 -0.639 -0.31 0.37 0.17 0.005
C -1.673 -1.751 -1.769 0.20 -0.11 -0.19 -0.204
C -2.802 -2.516 -1.468 -0.18 -0.03 -0.33 0.055
C -2.999 -2.416 -0.109 -0.08 -0.08 0.27 -0.238
C -4.048 -3.055 0.747 0.06 0.05 -0.11 0.005
C -0.948 -1.701 -3.098 -0.04 0.02 0.14 -0.517
C -0.554 -3.150 -3.442 0.11 -0.01 -0.06 -0.030
C 0.330 -0.861 -3.005 -0.03 -0.02 0.00 -0.052
C -1.876 -1.179 -4.202 -0.12 -0.04 -0.02 -0.026
C 0.646 2.786 3.129 -0.08 -0.12 0.02 -0.532
C 1.960 1.996 3.216 -0.01 0.01 0.10 -0.033
C 0.444 3.554 4.437 0.03 0.11 0.07 -0.048
C 0.742 3.789 1.984 -0.04 0.05 -0.08 -0.032
H -3.851 0.405 4.756 0.00 0.00 0.00 0.092
H -3.113 -1.180 4.511 0.02 0.04 -0.03 0.092
H -4.139 -0.485 3.257 0.04 0.01 0.01 0.087
H -1.888 2.246 4.623 0.05 -0.09 -0.09 0.124
H -2.164 -2.260 2.567 0.01 0.20 -0.14 0.122
H 2.786 -3.539 2.422 -0.11 0.08 -0.03 0.132
H 0.718 -4.648 3.798 -0.01 0.00 0.01 0.092
H -0.793 -4.529 2.889 0.03 0.02 -0.01 0.094
H -0.491 -3.436 4.238 0.04 0.01 -0.03 0.094
H 2.058 -0.301 -1.152 0.07 0.05 0.07 0.048
H 3.596 0.473 -0.847 -0.01 0.01 -0.03 0.118
H 2.335 0.771 0.314 0.04 0.07 0.04 0.049
H 3.013 -2.633 -1.206 0.03 0.02 0.03 0.087
H 4.167 -3.141 0.032 -0.03 0.04 -0.03 0.097
H 4.602 -1.850 -1.093 -0.04 -0.03 0.04 0.099
H 3.926 -0.057 2.161 0.01 -0.04 -0.04 0.079
H 5.156 -0.380 0.925 -0.05 -0.03 0.03 0.100
H 4.657 -1.660 2.034 -0.03 0.04 -0.04 0.096
H -3.400 -3.089 -2.160 0.07 0.06 0.07 0.132
H -4.798 -3.521 0.112 0.01 0.00 0.00 0.093
H -4.546 -2.324 1.385 0.04 0.00 -0.04 0.084
H -3.625 -3.826 1.393 0.03 0.03 -0.04 0.090
H -0.011 -3.624 -2.620 -0.01 0.04 -0.04 0.093
H 0.090 -3.151 -4.325 -0.04 -0.02 0.03 0.098
H -1.431 -3.759 -3.669 0.02 0.04 0.04 0.090
H 1.155 -1.438 -2.576 -0.10 0.00 -0.06 0.071
H 0.182 0.045 -2.405 -0.04 0.02 -0.05 0.021
H 0.634 -0.519 -3.996 0.06 -0.11 0.02 0.107
H -2.761 -1.813 -4.282 0.03 0.03 -0.02 0.091
H -1.355 -1.218 -5.160 -0.01 -0.03 0.01 0.098
H -2.202 -0.156 -4.022 0.00 -0.16 0.00 0.062
H 1.955 1.310 4.067 -0.01 0.03 -0.03 0.104
H 2.801 2.683 3.334 -0.05 -0.03 0.01 0.102
H 2.133 1.403 2.317 -0.02 0.01 -0.03 0.037
H 0.397 2.883 5.297 0.01 0.03 -0.06 0.097
H -0.469 4.156 4.416 0.06 -0.04 -0.02 0.094
H 1.287 4.233 4.585 -0.06 -0.04 0.01 0.097
H 0.981 3.287 1.046 0.00 0.02 0.00 0.053
H 1.541 4.507 2.188 -0.06 -0.04 0.00 0.103
H -0.193 4.342 1.856 0.05 -0.04 0.00 0.092
N -2.412 6.846 -0.625 0.16 0.15 -0.05 0.204
C -2.168 8.189 -0.726 -0.16 -0.08 0.04 -0.142
C -2.977 9.304 -0.562 0.05 -0.10 0.00 0.014
C -2.354 10.516 -0.752 0.23 0.24 -0.07 -0.004
C -0.966 10.642 -1.098 -0.32 0.14 0.08 -0.035
C -0.176 9.553 -1.261 0.08 -0.13 -0.02 0.024
C -0.785 8.283 -1.075 0.26 -0.03 -0.07 -0.189
N -0.239 7.068 -1.187 -0.40 0.03 0.09 0.221
C -1.240 6.202 -0.910 0.06 0.21 -0.04 -0.223
C -1.066 4.797 -0.904 0.73 -0.19 -0.24 -0.133
C -2.063 3.869 -0.505 -0.14 -0.08 0.11 -0.014
C -1.696 2.572 -0.320 0.17 -0.17 -0.01 -0.136
N -0.474 2.061 -0.626 -0.22 -0.43 0.11 -0.140
C 0.394 2.863 -1.432 -0.41 0.35 0.03 -0.328
C 0.197 4.328 -1.266 -0.48 0.28 0.40 0.119
H -3.300 6.418 -0.422 0.01 -0.02 0.01 0.172
H -4.025 9.238 -0.303 0.04 -0.01 -0.01 0.126
H -2.939 11.420 -0.636 0.06 0.00 -0.01 0.124
H -0.550 11.632 -1.231 -0.07 0.00 0.02 0.121
H 0.872 9.629 -1.524 -0.08 -0.05 0.02 0.130
H -3.070 4.167 -0.246 0.08 0.01 0.01 0.114
H -2.396 1.882 0.136 0.01 -0.08 -0.03 0.124
H 1.415 2.552 -1.260 0.30 0.02 0.00 0.136
H 0.988 5.009 -1.550 -0.05 -0.01 0.07 0.138
O 0.256 2.762 -2.884 -0.04 -0.73 -0.77 0.019
C -0.779 2.166 -3.534 0.34 0.41 0.44 -0.301
O -1.732 1.664 -3.029 -0.33 0.10 0.07 0.078
H -0.594 2.227 -4.608 0.10 0.03 -0.15 0.162

---

102
Properties=species:S:1:pos:R:3:forces:R:3:lowdin_charge:R:1 method="wB97M-V/def2-TZVPD" gap_ev="4.41 / 4.41" lumo_energy_ev="3.6 / 3.6" charge=-2 e_tot_ha=-8026.5231
Fe -0.768 -1.553 -0.864 0.34 -0.23 -0.57 -0.086
S -2.990 -1.231 -0.630 -0.13 0.18 0.21 0.591
C -3.666 -1.831 -2.127 -0.05 -0.03 0.04 -0.681
C -5.054 -1.890 -2.295 -0.03 0.01 0.03 -0.165
C -5.633 -2.343 -3.469 -0.02 -0.01 -0.03 -0.157
C -4.816 -2.755 -4.519 -0.03 -0.01 -0.03 -0.158
C -3.440 -2.705 -4.369 0.03 -0.01 -0.02 -0.165
C -2.838 -2.251 -3.190 -0.01 -0.01 -0.02 -0.686
S -1.099 -2.167 -3.033 -0.08 0.00 0.06 0.657
H -5.680 -1.568 -1.468 0.00 -0.01 0.00 0.080
H -6.714 -2.378 -3.563 0.01 0.00 -0.01 0.074
H -5.249 -3.116 -5.447 0.00 0.00 0.01 0.073
H -2.792 -3.024 -5.180 0.00 0.00 0.01 0.080
Cl 4.860 -0.065 -4.965 0.05 0.09 0.02 0.761
C 6.329 -0.584 -4.209 0.01 0.05 -0.01 -0.577
C 7.486 0.128 -4.493 -0.09 0.01 -0.02 -0.127
C 8.659 -0.149 -3.812 -0.02 -0.06 0.04 -0.106
C 8.663 -1.132 -2.834 -0.02 0.00 -0.01 -0.131
C 7.508 -1.855 -2.589 0.05 -0.02 -0.01 -0.585
Cl 7.555 -3.079 -1.357 0.00 0.00 -0.01 0.681
C 6.308 -1.643 -3.285 0.10 0.06 -0.04 -0.300
N 5.191 -2.412 -2.980 -0.11 0.19 0.39 0.059
C 4.322 -2.921 -3.947 -0.14 -0.17 -0.09 -0.242
C 4.745 -3.144 -5.256 -0.05 -0.05 0.04 -0.091
C 3.860 -3.627 -6.208 0.05 -0.01 -0.03 -0.119
C 2.548 -3.903 -5.861 -0.04 0.02 -0.01 -0.104
C 2.143 -3.739 -4.542 0.00 0.01 -0.03 -0.033
C 3.015 -3.284 -3.563 0.12 0.05 -0.02 -0.137
C 2.568 -3.255 -2.119 -0.02 0.05 -0.03 -0.039
C 2.409 -1.841 -1.530 0.01 -0.11 -0.09 -0.581
O 3.472 -1.254 -1.155 0.10 -0.08 -0.17 -0.060
O 1.266 -1.365 -1.468 0.12 0.04 0.35 -0.075
H 7.440 0.922 -5.226 0.00 0.00 0.00 0.095
H 9.559 0.412 -4.027 0.00 0.00 0.01 0.096
H 9.555 -1.354 -2.265 0.00 0.00 0.00 0.094
H 4.711 -2.088 -2.112 -0.04 -0.06 -0.11 0.101
H 5.767 -2.912 -5.534 -0.01 -0.01 0.00 0.101
H 4.201 -3.772 -7.226 0.00 0.00 0.00 0.089
H 1.840 -4.244 -6.606 0.00 -0.01 0.01 0.091
H 1.118 -3.948 -4.255 0.00 0.00 0.01 0.087
H 3.300 -3.801 -1.514 -0.01 0.03 0.03 0.127
H 1.606 -3.756 -2.044 -0.02 0.01 -0.01 0.094
C 4.702 0.231 1.202 0.06 -0.05 -0.03 -0.053
N 3.284 0.494 1.195 0.00 0.12 0.08 -0.093
C 2.328 -0.498 1.644 0.01 -0.06 -0.05 -0.033
C 1.077 -0.064 0.887 0.22 -0.04 0.07 -0.472
O 0.051 -0.710 0.918 -0.51 0.07 -0.02 -0.112
N 1.346 1.050 0.144 -0.06 0.12 -0.03 0.198
C 2.643 1.213 0.243 0.10 -0.01 -0.03 -0.436
N 3.320 2.093 -0.556 0.00 -0.02 0.00 0.174
H 5.004 -0.062 2.208 -0.01 0.00 0.00 0.085
H 5.249 1.141 0.950 0.00 0.00 0.02 0.078
H 4.960 -0.564 0.496 -0.01 0.02 0.01 0.076
H 2.176 -0.509 2.724 0.01 0.05 0.01 0.132
H 2.602 -1.496 1.298 -0.01 -0.01 0.02 0.136
H 2.729 2.363 -1.328 -0.01 0.01 -0.02 0.105
H 4.207 1.733 -0.881 0.01 0.00 0.02 0.086
C -3.110 4.688 4.480 0.02 -0.01 0.08 -0.102
C -2.850 4.259 3.031 0.02 0.02 -0.08 -0.627
C -3.832 5.007 2.118 -0.04 0.00 0.00 -0.118
C -1.449 4.758 2.639 0.03 0.00 -0.01 -0.125
Si -3.025 2.350 2.763 -0.14 -0.18 0.18 0.414
Br -2.175 1.923 0.768 0.17 0.14 -0.12 0.589
C -4.868 1.785 2.669 0.02 0.03 0.00 -0.621
C -5.491 2.136 1.307 -0.02 0.04 0.00 -0.125
C -5.724 2.409 3.781 -0.01 0.02 0.03 -0.105
C -4.982 0.256 2.784 0.00 -0.01 -0.03 -0.102
C -1.994 1.320 4.019 -0.07 0.03 -0.01 -0.618
C -1.827 -0.134 3.544 -0.04 0.00 0.00 -0.120
C -2.643 1.299 5.411 -0.02 0.02 0.04 -0.097
C -0.581 1.906 4.153 -0.01 0.04 0.03 -0.107
H -3.078 5.783 4.544 -0.01 0.00 0.00 0.079
H -2.344 4.303 5.157 -0.02 0.01 -0.02 0.061
H -4.084 4.364 4.855 0.03 0.00 -0.02 0.063
H -3.632 6.083 2.187 -0.01 0.01 0.00 0.078
H -4.875 4.849 2.396 0.03 -0.02 0.00 0.059
H -3.710 4.712 1.073 0.01 0.01 0.01 0.071
H -1.439 5.854 2.701 0.01 0.01 0.01 0.077
H -1.194 4.475 1.618 -0.01 0.00 0.00 0.048
H -0.664 4.386 3.294 -0.04 0.00 -0.03 0.056
H -5.440 3.197 1.063 0.01 0.00 0.01 0.054
H -6.549 1.850 1.330 -0.01 -0.01 -0.02 0.081
H -5.010 1.577 0.504 0.00 0.00 0.00 0.052
H -5.806 3.495 3.693 0.00 -0.03 -0.01 0.056
H -5.342 2.181 4.779 0.00 0.00 -0.01 0.065
H -6.740 2.001 3.719 0.00 0.00 0.01 0.079
H -4.384 -0.258 2.028 0.01 0.00 0.01 0.058
H -6.028 -0.024 2.611 -0.01 0.00 0.01 0.085
H -4.704 -0.116 3.771 -0.02 0.02 -0.02 0.061
H -2.757 -0.696 3.542 0.06 0.02 0.01 0.059
H -1.143 -0.646 4.230 0.01 -0.02 -0.02 0.082
H -1.402 -0.210 2.544 0.02 0.00 0.03 0.029
H -3.611 0.795 5.400 0.02 0.00 0.00 0.061
H -2.786 2.296 5.835 0.01 -0.04 -0.02 0.058
H -1.995 0.739 6.096 0.00 -0.01 0.00 0.083
H -0.097 2.027 3.181 0.00 -0.01 -0.01 0.072
H 0.029 1.216 4.747 0.01 0.00 0.00 0.082
H -0.577 2.871 4.668 0.00 -0.03 -0.01 0.058
I -0.732 -3.722 2.044 0.02 -0.02 0.06 0.410
C -0.743 -3.368 -0.191 0.06 -0.07 -0.07 -0.681
H -1.661 -3.900 -0.443 0.02 -0.06 0.07 -0.062
H 0.104 -4.011 -0.448 0.02 0.00 -0.02 -0.070